1.
Computed, not measured: 19 unconnected molecules or ions with the total composition C2H42NO18, with wB97M-V/def2-TZVPD.

Summary:
- HOMO-LUMO gap (eV) = 11.00
- M (Da) = 368.35
- HOMO energy (eV) = -13.267
- ΔE to the lowest compared entry with this formula, charge and spin (kcal per mole) = 0.0
- net charge = +1

Geometry as XYZ:
```
63
Properties=species:S:1:pos:R:3:forces:R:3
C 0.684220 -0.049581 1.295515 1.298 1.046 0.493
C -0.310965 0.655717 0.804204 -0.871 -0.605 0.002
N 2.029207 0.573972 1.450391 0.187 0.555 -0.473
H 0.726252 -1.062311 1.649311 -0.629 -0.004 0.287
H -1.340026 0.336602 0.914470 0.128 -0.541 -0.325
H -0.253279 1.583226 0.273952 0.412 0.422 0.392
H 2.711291 -0.072155 1.845429 -0.053 -0.495 -0.440
H 2.381884 0.928079 0.549556 -0.004 -0.429 0.028
H 2.073222 1.411185 2.068764 -0.847 -0.260 0.280
H 0.994938 3.215600 3.014178 0.407 0.141 0.398
H 1.977329 2.727326 4.159014 0.061 0.423 0.252
O 1.412919 2.452020 3.440901 -0.088 -0.616 -0.566
H -1.864748 -1.443335 2.550309 -0.276 -0.067 0.613
H -2.603867 -2.708690 3.118823 -0.028 0.212 0.174
O -2.000663 -2.398526 2.439980 0.462 -0.044 -0.658
H 0.521075 -0.778087 -3.530768 0.180 0.260 0.124
H -0.147047 0.679256 -3.811047 0.648 -0.359 0.430
O -0.080848 -0.252806 -4.071187 -0.696 -0.138 -0.526
H -0.125942 -3.245850 1.501743 0.046 -0.060 -0.076
H 0.120862 -3.138272 -0.037514 0.211 -0.242 0.031
O 0.572788 -3.231072 0.828884 -0.616 -0.032 0.112
H 1.972621 -2.630106 1.205396 0.942 -0.307 0.206
H 3.496147 -2.872547 1.765709 -0.690 0.007 -0.185
O 2.861141 -2.221835 1.431477 0.244 0.449 0.022
H -3.228772 -0.196139 -4.159681 0.544 -0.087 0.110
H -1.800700 -0.171030 -3.397501 -0.556 -0.436 -0.660
O -2.784196 -0.159132 -3.303427 -0.054 0.165 0.383
H -1.392740 1.927354 -2.122724 -0.342 0.140 -0.117
H -1.199352 2.612316 -3.512501 -0.142 0.105 0.247
O -0.764535 2.079224 -2.837306 0.351 0.244 0.053
H 1.050502 -2.577381 -2.318490 0.131 -0.191 -0.593
H 1.795865 -3.077137 -3.611968 -0.147 -0.759 -0.478
O 1.743978 -2.372454 -2.984455 -0.185 0.934 0.977
H 3.199234 -1.160612 -1.536185 0.086 -0.262 0.481
H 3.027067 -0.688996 -2.915913 0.145 0.364 0.342
O 3.303403 -0.350761 -2.040124 0.035 -0.264 -0.797
H -2.280281 3.316717 2.811425 0.467 0.011 -0.527
H -0.770147 3.194034 2.261207 -0.892 0.281 -0.363
O -1.352064 3.186990 3.034013 0.084 -0.014 0.871
H 2.197466 0.738726 -1.499281 -0.292 0.244 -0.960
H 0.928057 1.778297 -1.786698 -0.095 -0.137 -1.079
O 1.554911 1.408783 -1.178601 0.574 0.433 1.622
H -4.738627 -0.133806 -0.898073 0.247 -0.169 0.275
H -3.512623 -0.373968 -1.781388 0.218 0.336 0.191
O -3.779760 -0.271868 -0.827499 -0.560 0.311 -0.635
H -3.192448 -1.793752 -0.430913 0.041 -0.396 0.302
H -2.466650 -2.672614 0.655952 -0.389 0.077 -0.039
O -2.780860 -2.674964 -0.269994 0.242 0.081 0.111
H -0.862139 -3.822765 -2.175572 0.164 0.160 0.153
H -1.509317 -2.860029 -1.130887 0.458 0.022 -0.469
O -0.638056 -3.043104 -1.645783 -0.590 -0.167 0.190
H -1.607595 1.162137 4.035117 -0.225 0.088 0.066
H -0.705346 0.638688 2.982164 0.118 0.072 0.000
O -1.483437 0.383493 3.483574 -0.042 -0.420 0.159
H 4.815299 -0.622159 0.711505 -0.074 0.459 -0.336
H 4.980132 0.407546 -0.432605 0.292 -0.037 -0.630
O 4.591887 0.280883 0.425453 -0.161 -0.395 0.978
H -3.585135 2.628323 0.613892 0.545 0.614 0.086
H -3.163954 1.490889 -0.145480 0.652 -0.351 -0.257
O -2.761254 2.305580 0.211303 -1.236 -0.337 -0.016
H 0.677580 4.812440 0.828707 0.013 -0.336 -0.024
H 0.941333 3.299077 0.451883 -0.098 0.813 0.415
O 0.649325 3.906278 1.168310 0.244 -0.511 -0.628
```
Positions in Å, forces in eV/Å.



2.
Computed, not measured: a molecular structure, C30H31BF2HfN5S2, with wB97M-V/def2-TZVPD.

Summary:
- HOMO-LUMO gap (eV) = 4.90
- M (Da) = 753.05
- HOMO energy (eV) = -15.282
- ΔE to the lowest compared entry with this formula, charge and spin (kcal per mole) = 18.0
- net charge = +3

Geometry as XYZ:
```
72
Properties=species:S:1:pos:R:3:forces:R:3
Hf -0.021439 0.022468 0.119888 -0.884 -3.302 -0.120
S 3.422097 2.056282 4.476932 0.117 -0.643 0.083
C 4.396035 2.222113 5.861175 -0.031 -0.307 -0.039
C 4.794817 1.014578 6.370471 0.028 0.598 0.056
C 4.303733 -0.068803 5.640199 -0.482 0.002 -0.696
C 3.531873 0.307078 4.551428 0.454 0.923 0.705
C 2.861123 -0.530988 3.609961 -0.391 -0.730 -0.564
C 2.106025 0.013803 2.547839 0.344 0.256 0.348
N 1.393521 -0.707145 1.683243 -0.222 -0.275 -0.243
C 1.393782 -2.066890 1.796244 0.464 -0.523 0.548
C 2.176006 -2.713501 2.793048 -0.560 0.311 -0.702
C 2.182703 -4.143642 2.854589 -0.160 -0.221 -0.238
C 1.475076 -4.885312 1.974831 0.192 0.141 0.251
C 0.678840 -4.270374 0.955296 0.059 0.912 0.113
C -0.028086 -5.014779 0.020103 -0.379 0.541 -0.445
C -0.812405 -4.376983 -0.956321 0.568 0.304 0.750
C -0.868828 -2.969200 -0.885169 -0.224 -0.389 -0.262
N -0.180180 -2.218379 -0.025994 0.149 -0.790 -0.037
C 0.616348 -2.847897 0.888238 0.071 -0.840 0.097
C -1.502675 -5.105005 -1.971944 -0.520 -0.706 -0.774
C -2.241486 -4.617330 -3.041850 0.461 -0.130 0.679
C -2.738595 -5.626066 -3.864781 -0.095 -0.549 -0.148
C -2.387621 -6.881035 -3.433634 -0.011 0.279 0.000
S -1.445422 -6.854206 -2.025460 -0.138 0.760 -0.098
C 2.901655 -1.933713 3.684211 -0.106 0.757 -0.140
H 4.625994 3.203188 6.229986 0.074 0.189 0.085
H 5.422450 0.922678 7.237784 0.089 -0.009 0.157
H 4.506273 -1.086718 5.914440 0.067 -0.267 0.020
H 2.096863 1.090478 2.406145 -0.054 -0.046 -0.011
H 2.776490 -4.613454 3.622212 0.064 -0.106 0.089
H 1.489087 -5.962250 2.027798 0.036 -0.141 0.007
H 0.034576 -6.093022 0.039052 0.036 -0.103 0.057
H -1.515791 -2.435914 -1.570406 0.044 -0.042 -0.017
H -2.419351 -3.573996 -3.240380 -0.005 0.181 0.002
H -3.332751 -5.450061 -4.742708 -0.103 -0.010 -0.147
H -2.643657 -7.822559 -3.882092 -0.051 -0.163 -0.092
H 3.496053 -2.422822 4.439199 0.059 -0.044 0.130
N -1.640567 0.381306 -1.737156 0.311 0.185 0.219
C -0.848851 0.879178 -2.910745 0.189 0.027 -0.456
C -0.173446 -0.276507 -3.671428 0.135 0.255 -0.013
C 1.355733 -0.228883 -3.739469 -0.134 -0.250 0.191
C 2.082022 -0.872146 -2.562661 -0.105 -0.207 -0.652
N 1.977341 -0.059412 -1.308930 -0.325 0.300 0.415
H -2.297508 -0.309966 -2.119448 0.248 0.054 0.414
H -2.244272 1.167577 -1.464329 0.130 -0.229 0.149
H -0.115834 1.611313 -2.544613 -0.126 -0.084 -0.057
H -1.514856 1.415891 -3.594007 0.086 0.035 0.244
H -0.548675 -0.267613 -4.695347 -0.067 -0.097 0.094
H -0.465652 -1.233836 -3.231760 -0.129 -0.106 -0.057
H 1.693864 0.800324 -3.865253 0.101 0.094 -0.107
H 1.666159 -0.769159 -4.634871 0.090 0.046 0.043
H 3.134619 -0.982411 -2.844917 -0.104 0.031 0.287
H 1.681352 -1.871567 -2.359428 0.074 0.121 -0.004
H 2.288374 0.889444 -1.562367 -0.135 -0.202 0.253
H 2.721059 -0.405167 -0.691038 -0.249 0.175 0.030
F -0.670705 3.178839 -0.072066 -0.428 -0.443 0.032
B 0.216759 2.217014 0.168896 0.664 4.674 -0.234
F 1.446895 2.738916 0.320577 0.136 -0.588 0.152
N -2.125670 -0.020456 1.332362 0.318 0.429 -0.006
C -1.742660 -0.045847 2.751949 -0.003 0.190 0.710
C -0.834237 0.886919 3.249930 -0.318 -0.195 -0.253
C -0.559101 0.908389 4.610950 0.051 0.117 -0.051
C -1.205195 0.040084 5.477062 0.010 0.060 -0.107
C -2.126616 -0.867756 4.981753 0.020 -0.001 -0.176
C -2.385233 -0.919191 3.619777 0.106 -0.051 -0.188
H -2.849675 -0.745501 1.230497 0.441 0.226 -0.385
H -2.619721 0.873592 1.198399 0.054 -0.297 -0.123
H -0.400812 1.648431 2.601543 -0.030 0.047 0.045
H 0.121094 1.649076 4.999345 0.132 0.090 0.056
H -1.023411 0.099821 6.537889 0.054 0.011 0.114
H -2.675589 -1.507809 5.653772 -0.012 -0.129 0.048
H -3.116609 -1.616686 3.238113 -0.144 -0.107 -0.029
```
Positions in Å, forces in eV/Å.



3.
Computed, not measured: a molecular structure, C27H27IrN4O4Te, with wB97M-V/def2-TZVPD.

Summary:
- HOMO-LUMO gap (spin up / spin down) (eV) = 7.46 / 5.26
- M (Da) = 791.35
- HOMO energy (spin up / spin down) (eV) = -10.972 / -10.975
- multiplicity = 2
- ΔE to the lowest compared entry with this formula, charge and spin (kcal per mole) = 3.8
- net charge = +1

Geometry as XYZ:
```
64
Properties=species:S:1:pos:R:3:forces:R:3
Ir 0.092740 0.061803 0.417538 0.010 0.091 0.077
C 3.764498 -1.285789 1.153597 -0.006 -0.011 0.030
C 3.370346 0.031514 0.594062 -0.004 -0.004 -0.008
N 2.158012 0.484342 0.293644 0.001 0.037 0.003
C 2.307112 1.797707 -0.122052 0.009 -0.048 -0.101
C 3.624333 2.127007 -0.096202 -0.018 0.039 0.072
N 4.264232 1.008322 0.358637 0.010 -0.011 -0.042
C 4.442363 3.335775 -0.419428 0.022 -0.073 -0.110
O 3.808002 4.380169 -0.891255 -0.035 -0.005 -0.065
O 5.632593 3.270744 -0.247111 -0.010 0.023 0.046
C 1.109798 2.599372 -0.470587 -0.001 0.074 0.090
O 1.217959 3.759062 -0.835211 0.025 -0.070 -0.129
O -0.012027 1.968563 -0.328895 0.014 -0.012 0.045
H 3.030380 -2.049153 0.919911 0.030 0.025 -0.006
H 3.872262 -1.222491 2.238130 -0.010 0.004 -0.001
H 4.720257 -1.601501 0.736648 0.009 0.007 0.011
H 5.268553 0.976439 0.479488 -0.002 -0.004 0.002
H 2.826801 4.219804 -0.978677 0.010 0.064 0.173
C -1.581738 -2.362341 -1.669773 0.003 0.013 -0.040
C -1.168509 -0.924857 -1.952424 -0.062 0.009 0.080
C -2.313289 0.045569 -1.799949 0.005 -0.006 -0.034
C -3.052754 0.328497 -2.935582 0.015 0.003 -0.001
C -4.130290 1.197879 -2.873784 -0.003 0.007 0.011
C -4.394954 1.858053 -1.691221 0.004 -0.003 -0.014
C -3.647812 1.637701 -0.533564 0.006 0.012 -0.002
C -3.821270 2.666000 0.567033 -0.006 -0.002 0.002
C -3.154592 3.982865 0.153634 -0.006 0.000 -0.004
C -2.675029 0.628618 -0.579577 -0.005 -0.044 0.015
N -1.911499 0.259056 0.564958 0.004 -0.002 0.054
C -2.338992 0.361127 1.793650 0.012 -0.050 0.000
C -1.351629 0.451085 2.798324 0.021 0.058 0.003
C -1.328987 0.629825 4.185205 -0.017 -0.030 -0.001
C -0.000862 0.847632 4.537042 0.009 0.000 0.002
C 0.760476 0.798489 3.362676 0.011 -0.014 -0.009
N -0.052070 0.580459 2.322922 -0.050 0.037 -0.003
H -0.778218 -3.073057 -1.851495 -0.021 0.014 -0.002
H -2.412340 -2.607974 -2.332118 -0.004 -0.012 0.002
H -1.940659 -2.478669 -0.645140 -0.030 0.009 -0.018
H -0.770241 -0.831435 -2.964458 -0.010 -0.029 -0.006
H -0.230922 -0.643417 -1.367415 0.081 -0.049 -0.051
H -2.777944 -0.131383 -3.877357 -0.004 0.000 -0.001
H -4.720507 1.400350 -3.756867 0.001 0.000 -0.001
H -5.172396 2.612002 -1.662150 0.001 0.001 -0.002
H -3.404703 2.366748 1.523267 0.007 0.001 -0.008
H -4.888710 2.823759 0.735961 -0.001 -0.002 0.001
H -2.085851 3.836282 -0.008017 0.001 -0.002 0.001
H -3.289622 4.737485 0.928449 0.005 -0.001 0.001
H -3.582427 4.366408 -0.772571 -0.004 0.003 0.003
H -3.398799 0.415099 2.007699 0.001 0.010 -0.002
H -2.184081 0.622141 4.841305 0.000 0.005 -0.001
H 0.385473 1.040169 5.523618 -0.002 0.000 0.000
H 1.824338 0.922216 3.235277 -0.001 0.004 -0.003
Te 0.158676 -2.277091 1.489698 -0.049 -0.060 -0.048
C 1.093738 -3.528382 0.110881 -0.019 0.043 0.032
C 1.119421 -4.895571 0.386661 0.012 0.012 -0.025
C 1.729614 -5.763411 -0.506941 0.008 -0.001 -0.005
C 2.324085 -5.269826 -1.659806 -0.005 -0.007 0.010
C 2.309108 -3.904971 -1.929006 -0.002 0.016 0.016
C 1.691956 -3.033003 -1.048764 0.034 -0.017 -0.053
H 0.665409 -5.285184 1.289447 -0.012 0.005 -0.001
H 1.742484 -6.824815 -0.299929 0.006 0.000 0.001
H 2.803911 -5.949269 -2.351318 -0.002 0.000 -0.002
H 2.778355 -3.522766 -2.825990 -0.007 -0.007 -0.006
H 1.676442 -1.969778 -1.264708 0.020 -0.047 0.024
```
Positions in Å, forces in eV/Å.



The largest force on an atom results, record by record, are as follows: 1.774, 4.727, 0.184 eV/A.